Entry from OMol25: C8H17NO2S in the gas phase (wB97M-V/def2-TZVPD).

```
29
Properties=species:S:1:pos:R:3:nbo_charge:R:1
S -0.360 -1.890 -1.322 2.25
O 0.485 -1.928 -2.537 -0.91
O -1.750 -2.207 -1.643 -0.95
N -0.238 -0.385 -0.437 -0.70
C -0.502 2.390 0.370 -0.40
C -1.108 0.002 0.704 -0.03
C 0.787 0.519 -1.014 -0.06
C -0.017 -3.140 -0.126 -0.86
C -1.731 1.430 0.556 -0.41
C 0.499 2.050 -0.785 -0.40
C -0.346 -0.151 1.897 -0.63
C 2.160 0.204 -0.423 -0.63
H 1.369 2.548 -0.618 0.21
H -2.183 1.395 -0.385 0.20
H 0.565 0.440 1.852 0.22
H -0.250 -1.175 2.092 0.21
H -0.289 -2.690 0.719 0.22
H -1.987 -0.768 0.683 0.23
H 1.051 -3.546 -0.127 0.25
H 0.814 0.418 -2.143 0.24
H 0.137 2.398 -1.737 0.21
H -0.124 2.351 1.435 0.19
H 2.408 0.519 0.619 0.21
H -0.726 -3.980 -0.347 0.27
H -0.851 3.394 0.150 0.21
H -2.406 1.869 1.236 0.22
H 2.434 -0.905 -0.480 0.21
H -0.823 0.168 2.802 0.22
H 2.982 0.669 -0.993 0.22
```

Computed properties:
gap between HOMO and LUMO = 0.3708 Eh
structure (SMILES) = C[C@@H]1CCC[C@H](C)N1S(C)(=O)=O
largest force on an atom = 5.032 eV Å⁻¹
LUMO energy = 0.7 eV
HOMO level = -9.3469 eV
multiplicity = 1
E_tot = -24989.583 eV
relative energy (zero: lowest compared OMol25 entry of this formula, charge and spin) = 57.7 kcal per mole
charge = 0